C76H62BrIN2O9P | ωB97M-V/def2-TZVPD

Structure (ORCA input):
```
! wB97M-V def2-TZVPD RIJCOSX def2/J DEFGRID3
* xyz 1 1
C -2.25290 -5.36926 7.53010
C -2.04871 -4.27695 7.00795
C -1.36737 -3.02233 6.32901
C -1.20769 -3.21063 4.73185
P -0.79302 -5.01766 4.21281
O -2.14285 -6.04409 4.37382
I 0.89154 -6.00981 5.77862
C -2.37308 -2.42765 3.96232
C -3.83062 -3.04689 3.84409
C -4.85020 -1.78753 3.80987
C -6.10218 -2.01128 2.84776
C -7.38046 -2.19689 3.79939
C -7.75566 -1.13859 4.81350
C -8.93183 -1.34492 5.73657
C -9.68084 -2.64656 5.59606
C -9.32351 -3.68064 4.56824
C -8.14010 -3.49126 3.62444
C -1.80158 -1.71674 2.63164
N -0.42314 -1.32909 3.10938
C -0.11503 0.11656 3.38562
C -1.23092 0.92117 4.17320
C -0.80299 2.47845 4.05854
C -1.24325 0.62085 5.76555
C 0.06106 -2.38900 4.07336
N 1.19376 -2.07426 4.93299
Br 0.88107 -3.70114 2.71688
H -2.28108 -6.33475 8.10563
H -0.38028 -2.79053 6.84068
H -2.05307 -2.14859 6.58798
H -2.91514 -5.58540 4.76811
H -2.56284 -1.51674 4.62973
H -3.96513 -3.69334 2.91107
H -4.04704 -3.70170 4.75083
H -5.10763 -1.57553 4.88768
H -4.28592 -0.86225 3.43546
H -6.24729 -1.11401 2.15422
H -5.97906 -2.90676 2.14935
H -7.10556 -0.21555 4.82503
H -9.15597 -0.54594 6.49218
H -10.54465 -2.82041 6.29432
H -9.89502 -4.64595 4.46836
H -7.84256 -4.25621 2.85254
H -2.45956 -0.90281 2.20067
H -1.78762 -2.59174 1.90414
H 0.14578 -1.51697 2.25948
H 0.86803 0.30391 3.90520
H -0.02652 0.61900 2.36059
H -2.26816 0.86538 3.71604
H -0.84407 2.86007 2.99700
H 0.29784 2.50014 4.37317
H -1.34948 3.13181 4.80032
H -2.21880 0.10118 6.04989
H -1.26624 1.61600 6.30760
H -0.32394 0.03113 6.05337
H 2.01458 -1.94575 4.32996
H 1.35380 -2.86320 5.57788
C -0.31547 -8.52137 3.78812
C -0.06993 -7.40546 2.99094
C -0.30827 -7.46283 1.62450
C -0.78135 -8.63797 1.04689
C -1.00396 -9.76196 1.84093
C -0.78064 -9.69703 3.21500
C -1.46087 -11.03559 1.23190
O -1.65864 -12.01499 1.92524
C -1.66339 -11.09560 -0.23522
C -2.03674 -12.29900 -0.82996
C -2.24169 -12.36179 -2.20222
C -2.08359 -11.22066 -2.98491
C -1.70627 -10.02053 -2.39752
C -1.48581 -9.95691 -1.02295
C -1.04898 -8.68028 -0.41120
O -0.90590 -7.68160 -1.09383
H -0.13883 -8.47570 4.85596
H 0.31145 -6.47154 3.43633
H -0.12059 -6.58956 1.00803
H -0.96502 -10.56445 3.83921
H -2.16462 -13.19049 -0.22576
H -2.52721 -13.30079 -2.66362
H -2.25087 -11.26924 -4.05534
H -1.57994 -9.13628 -3.01246
C 5.31555 4.22052 -2.65319
C 6.42176 4.20952 -1.80690
C 6.54608 3.22489 -0.83510
C 5.55773 2.25332 -0.69777
C 4.43625 2.27850 -1.53062
C 4.32404 3.25796 -2.51575
C 3.35431 1.28172 -1.36372
O 2.37556 1.29678 -2.08826
C 3.47390 0.26524 -0.29047
C 2.43668 -0.64258 -0.08560
C 2.54302 -1.60710 0.90891
C 3.69069 -1.67410 1.69652
C 4.72417 -0.76770 1.49816
C 4.61338 0.21015 0.51028
C 5.70792 1.19696 0.33006
O 6.70761 1.14067 1.02003
H 5.22487 4.98535 -3.41768
H 7.18901 4.96928 -1.90732
H 7.41226 3.21863 -0.18255
H 3.46229 3.27454 -3.17400
H 1.54166 -0.59702 -0.69837
H 1.73002 -2.31141 1.07181
H 3.77680 -2.43263 2.46869
H 5.61375 -0.82085 2.11649
C 8.89624 10.93288 -2.89424
C 8.32747 9.78274 -2.35291
C 7.41857 9.04067 -3.09513
C 7.06530 9.45263 -4.37836
C 7.61700 10.61836 -4.91101
C 8.54199 11.35096 -4.16992
C 7.21323 11.09606 -6.25595
O 7.69651 12.11011 -6.72228
C 6.20462 10.32168 -7.01812
C 5.77218 10.78747 -8.25798
C 4.83745 10.06218 -8.98543
C 4.33770 8.86389 -8.48163
C 4.76157 8.39869 -7.24415
C 5.68869 9.13097 -6.50488
C 6.10755 8.64360 -5.16965
O 5.66764 7.59711 -4.72602
H 9.61302 11.50686 -2.31717
H 8.59552 9.46413 -1.35142
H 6.98249 8.14299 -2.67071
H 8.98383 12.25031 -4.58448
H 6.15986 11.71827 -8.65733
H 4.49851 10.42940 -9.94798
H 3.61318 8.29463 -9.05372
H 4.36550 7.46740 -6.85452
C -3.96462 4.85420 -7.73820
C -4.99797 3.94833 -7.51180
C -4.95217 3.10085 -6.41290
C -3.86600 3.14763 -5.54182
C -2.81869 4.03889 -5.78250
C -2.87675 4.89976 -6.87662
C -1.63345 4.06568 -4.89219
O -0.72157 4.84417 -5.09822
C -1.57345 3.12090 -3.74997
C -0.44149 3.09375 -2.93774
C -0.38150 2.22249 -1.85880
C -1.45613 1.38116 -1.58136
C -2.58367 1.40074 -2.39102
C -2.64118 2.26372 -3.48284
C -3.83520 2.25140 -4.36195
O -4.77244 1.51262 -4.12102
H -4.00599 5.52190 -8.59179
H -5.84100 3.90519 -8.19259
H -5.76203 2.40101 -6.23853
H -2.07245 5.60334 -7.06083
H 0.39714 3.74872 -3.14709
H 0.50080 2.19917 -1.23222
H -1.41155 0.70479 -0.73305
H -3.41575 0.73981 -2.17316
*
```

Summary:
Gap between HOMO and LUMO, eV: 7.27
E, eV: -188645.9393
E_LUMO, eV: -3.25

Results of the Mulliken charge analysis, in e, for atoms 1 through 4: 0.150, -0.989, 0.024, 1.501